DFT (ωB97M-V/def2-TZVPD) results for a structure of composition C23H31Cl2N5O7Ta at a distorted geometry.

CARTESIAN COORDINATES (ANGSTROEM)
Ta -0.16 -0.23 0.37
O -4.73 -0.42 -0.52
C -3.52 -0.22 -0.13
O -2.53 -0.81 -0.57
C -3.34 0.86 0.89
C -4.34 1.55 1.56
C -3.96 2.49 2.51
C -2.61 2.74 2.76
C -1.68 2.02 2.01
N -2.06 1.12 1.13
C -0.18 2.08 2.20
O 0.37 2.73 3.04
O 0.43 1.27 1.34
H -4.85 -1.14 -1.17
H -5.38 1.33 1.36
H -4.72 3.02 3.09
H -2.28 3.45 3.50
C -2.65 3.01 -2.58
C -1.56 2.01 -2.37
O -1.32 1.50 -1.26
N -0.85 1.67 -3.45
C 0.21 0.67 -3.34
C 1.41 1.26 -2.62
C 2.35 1.95 -3.37
C 3.44 2.55 -2.74
C 3.50 2.48 -1.35
C 2.51 1.79 -0.67
N 1.50 1.16 -1.29
H -3.37 2.95 -1.77
H -3.15 2.85 -3.53
H -2.23 4.01 -2.59
H -1.04 2.10 -4.34
H 0.48 0.36 -4.35
H -0.20 -0.18 -2.77
H 2.25 2.02 -4.44
H 4.20 3.06 -3.30
H 4.30 2.94 -0.80
H 2.51 1.76 0.40
C 2.95 -0.46 1.96
N 1.76 -1.32 1.93
C 1.34 -1.50 3.33
C 2.07 -2.65 1.37
C 2.57 -2.62 -0.07
N 1.58 -2.11 -1.05
C 2.37 -1.70 -2.22
C 0.69 -3.21 -1.48
H 3.75 -0.94 2.53
H 2.70 0.48 2.45
H 3.32 -0.26 0.96
H 2.18 -1.84 3.93
H 0.55 -2.24 3.41
H 0.97 -0.55 3.73
H 1.18 -3.27 1.45
H 2.86 -3.12 1.98
H 2.85 -3.65 -0.34
H 3.47 -2.01 -0.14
H 3.03 -2.51 -2.54
H 2.99 -0.84 -1.98
H 1.73 -1.45 -3.06
H 1.28 -4.04 -1.90
H 0.02 -2.86 -2.25
H 0.10 -3.59 -0.65
Cl -2.43 -2.34 4.60
C -2.51 -2.65 2.85
Cl -4.00 -1.99 2.14
C -1.48 -1.84 2.09
O -1.01 -2.25 1.00
O -1.16 -0.71 2.50
H -2.48 -3.73 2.65

Relative energy (zero: lowest compared OMol25 entry of this formula, charge and spin) in eV: 1.9107
Charge: +3
HOMO in hartree: -0.6715
HOMO-LUMO gap in eV: 7.15

Atomic partial charges in e from the Löwdin method, atoms 1 to 6: 2.2914 0.2068 -0.5193 0.0065 -0.1921 0.0766

=====

DFT (ωB97M-V/def2-TZVPD) results for a cluster of 2 separate species, C18H28N2O7 in total at a distorted geometry.

CARTESIAN COORDINATES (ANGSTROEM)
C 4.30 -0.91 -1.39
C 3.53 -2.35 -1.34
O 4.49 -3.45 -1.34
C 2.64 -2.36 0.00
C 1.12 -2.77 -0.20
C 0.15 -2.11 -1.25
C 0.64 -0.94 -2.22
C -0.33 0.37 -2.20
C -0.31 1.07 -0.76
O -1.66 0.91 -0.21
C -1.33 -2.64 -1.30
N -2.33 -2.13 -2.26
C -1.86 -3.76 -0.33
C -0.92 -4.41 0.70
C 0.53 -3.86 0.72
C 1.16 -4.71 1.90
O 2.31 -4.76 2.39
N 0.11 -5.54 2.51
O 0.47 -6.69 3.12
C -1.17 -5.55 1.77
O -2.18 -6.28 1.94
H 3.86 -0.14 -0.68
H 4.25 -0.44 -2.44
H 5.41 -1.04 -1.08
H 2.94 -2.42 -2.31
H 5.29 -3.19 -0.83
H 2.68 -1.39 0.61
H 3.11 -3.16 0.70
H 0.71 -1.36 -3.30
H 1.69 -0.53 -1.95
H -1.36 0.17 -2.63
H 0.18 1.11 -2.94
H 0.47 0.57 -0.08
H -0.04 2.18 -0.92
H -1.71 1.41 0.63
H -1.92 -1.97 -3.19
H -3.06 -2.86 -2.36
H -2.95 -4.12 -0.35
H 1.21 -7.09 2.60
C -1.18 7.29 1.17
O -2.48 6.76 0.92
C -2.45 5.69 -0.02
C -2.55 4.33 0.68
O -1.39 4.06 1.46
C -1.61 4.29 2.85
H -1.24 7.93 2.05
H -0.45 6.51 1.36
H -0.86 7.90 0.31
H -1.55 5.74 -0.64
H -3.32 5.81 -0.67
H -2.61 3.55 -0.09
H -3.46 4.28 1.29
H -2.22 3.48 3.26
H -2.10 5.25 3.03
H -0.64 4.29 3.35

Structure (SMILES): C[C@@H](O)Cc1c(CCCO)c(N)cc2c1C(=O)N(O)C2=O.COCCOC
HOMO in hartree: -0.3121
HOMO-LUMO gap in eV: 7.78

Atomic partial charges in e from the Löwdin method, atoms 1 to 6: -0.0743 -0.3662 -0.0797 -0.0993 -0.0346 -0.0509

=====

DFT (ωB97M-V/def2-TZVPD) results for a structure of composition C8H16BN6Sc.

CARTESIAN COORDINATES (ANGSTROEM)
Sc 0.39 -0.49 -0.30
N 2.53 -1.30 -0.66
C 3.21 -1.37 0.68
C 2.31 -2.11 1.65
N 1.02 -1.35 1.79
H 2.53 -2.24 -1.05
H 3.13 -0.77 -1.29
H 3.40 -0.35 1.03
H 4.17 -1.88 0.60
H 2.81 -2.22 2.61
H 2.09 -3.11 1.28
H 1.18 -0.60 2.45
H 0.35 -1.96 2.26
B -1.28 0.82 -1.93
N -2.22 -0.03 -1.04
C -3.54 -0.15 -1.00
C -3.89 -1.09 -0.03
C -2.68 -1.54 0.48
N -1.66 -0.89 -0.13
N -0.64 1.94 -1.06
C -0.80 3.26 -1.05
C 0.04 3.81 -0.08
C 0.71 2.73 0.46
N 0.30 1.59 -0.13
H -1.80 1.22 -2.91
H -0.26 0.00 -2.18
H -4.18 0.44 -1.64
H -4.87 -1.41 0.25
H -2.51 -2.28 1.24
H -1.49 3.75 -1.72
H 0.15 4.85 0.18
H 1.46 2.73 1.24

Charge: +2
HOMO in hartree: -0.5979
HOMO-LUMO gap in eV: 8.65

Atomic partial charges in e from the Löwdin method, atoms 1 to 6: 1.2856 -0.0376 -0.2030 -0.1983 -0.0236 0.1191

=====

DFT (ωB97M-V/def2-TZVPD) results for a cluster of 8 separate species, C18H39N16O9 in total at a distorted geometry.

CARTESIAN COORDINATES (ANGSTROEM)
C 4.54 -2.55 -0.35
C 3.51 -2.04 -0.78
C 2.02 -1.68 -1.00
C 1.32 -2.40 -2.11
C -0.13 -2.08 -2.31
C -0.83 -1.06 -1.41
N -2.24 -0.85 -1.65
C -2.65 0.57 -1.57
C -2.77 1.43 -0.26
O -2.88 1.13 -2.63
C -3.10 -1.77 -0.87
C -3.50 -3.14 -1.58
O -3.50 -1.58 0.26
C 0.00 -0.40 -0.36
N 1.36 -0.73 -0.22
H 5.44 -3.07 0.06
H 1.78 -3.15 -2.81
H -0.73 -2.62 -3.11
H -1.83 2.06 -0.04
H -3.09 0.87 0.67
H -3.59 2.20 -0.46
H -2.81 -3.96 -1.16
H -3.25 -3.06 -2.68
H -4.56 -3.44 -1.37
H -0.45 0.35 0.34
H 1.93 -0.29 0.54
C 2.04 -0.36 3.79
O 1.84 0.25 2.74
N 3.25 -0.43 4.37
N 1.05 -1.01 4.44
H 3.43 -0.93 5.23
H 4.01 0.04 3.92
H 0.13 -0.98 4.03
H 1.18 -1.52 5.30
C -1.72 5.40 0.12
O -1.46 4.20 0.13
N -2.02 6.07 -1.02
N -1.72 6.16 1.24
H -2.24 7.05 -1.05
H -2.03 5.54 -1.88
H -1.50 5.69 2.11
H -1.93 7.14 1.26
C -3.49 3.02 -6.73
O -3.68 3.63 -7.76
N -2.27 2.94 -6.14
N -4.48 2.37 -6.06
H -2.09 2.45 -5.29
H -1.50 3.41 -6.60
H -5.40 2.41 -6.46
H -4.34 1.87 -5.21
C 0.02 -0.34 7.93
O 0.18 -1.49 7.55
N -0.48 -0.03 9.14
N 0.33 0.73 7.15
H -0.62 0.92 9.46
H -0.73 -0.79 9.75
H 0.70 0.53 6.24
H 0.20 1.69 7.43
C 4.15 -2.50 -4.67
O 3.62 -3.59 -4.53
N 3.46 -1.40 -5.06
N 5.47 -2.29 -4.46
H 3.87 -0.49 -5.19
H 2.47 -1.52 -5.24
H 6.02 -3.08 -4.16
H 5.92 -1.40 -4.57
C 3.73 -6.70 -7.85
O 3.65 -7.57 -8.70
N 4.36 -5.52 -8.06
N 3.22 -6.85 -6.60
H 4.44 -4.79 -7.37
H 4.76 -5.37 -8.97
H 2.74 -7.72 -6.40
H 3.28 -6.15 -5.88
C -2.15 3.68 9.40
O -1.36 2.74 9.33
N -3.35 3.67 8.78
N -1.88 4.81 10.10
H -4.01 4.42 8.82
H -3.59 2.84 8.25
H -0.99 4.85 10.57
H -2.50 5.59 10.16

Charge: +1
HOMO in hartree: -0.4057
HOMO-LUMO gap in eV: 6.61

Atomic partial charges in e from the Löwdin method, atoms 1 to 6: 0.1472 -0.0364 -0.1377 0.0518 0.0967 -0.1102

=====

DFT (ωB97M-V/def2-TZVPD) results for a structure of composition C32H41BrEuIN9Sb at a distorted geometry.

CARTESIAN COORDINATES (ANGSTROEM)
Eu -8.86 -14.90 13.05
I -12.20 -18.94 9.14
C -11.01 -18.39 10.74
C -9.86 -19.03 11.21
N -9.36 -18.29 12.21
N -10.16 -17.18 12.47
C -11.20 -17.28 11.61
H -9.40 -19.94 10.85
H -8.61 -18.53 12.85
H -11.99 -16.53 11.56
N -9.71 -19.18 19.24
C -9.37 -20.16 20.19
C -9.93 -20.59 21.37
C -9.25 -21.62 22.05
C -8.07 -22.17 21.55
C -7.51 -21.74 20.34
C -8.15 -20.72 19.65
N -7.80 -20.11 18.47
C -8.75 -19.19 18.25
C -8.74 -18.32 17.10
C -7.64 -18.43 16.22
C -7.59 -17.59 15.13
N -8.57 -16.69 14.89
C -9.63 -16.61 15.71
C -9.77 -17.38 16.84
H -10.50 -18.55 19.27
H -10.87 -20.14 21.75
H -9.66 -21.98 22.99
H -7.58 -22.97 22.11
H -6.60 -22.16 19.92
H -6.87 -19.19 16.38
H -6.76 -17.64 14.43
H -10.41 -15.89 15.43
H -10.66 -17.28 17.47
Br -6.28 -11.20 18.62
C -7.07 -12.08 17.16
C -6.45 -13.19 16.56
C -7.02 -13.83 15.44
C -8.19 -13.37 14.96
C -8.85 -12.30 15.50
C -8.29 -11.64 16.60
H -5.49 -13.56 16.92
H -6.50 -14.69 15.00
H -9.81 -11.98 15.08
H -8.81 -10.77 17.01
C -10.14 -14.13 6.53
C -9.37 -15.46 6.33
C -7.84 -15.25 6.16
C -9.72 -16.53 7.34
N -9.28 -16.13 8.71
C -8.18 -16.45 9.44
N -8.24 -15.84 10.62
N -9.38 -15.07 10.61
N -10.04 -15.19 9.44
H -9.93 -13.45 5.69
H -9.83 -13.64 7.47
H -11.24 -14.29 6.59
H -9.75 -15.91 5.39
H -7.39 -14.83 7.08
H -7.64 -14.54 5.33
H -7.32 -16.20 5.93
H -9.21 -17.48 7.11
H -10.81 -16.71 7.39
H -7.41 -17.17 9.17
C -6.58 -9.49 11.23
C -6.81 -10.56 12.30
Sb -7.48 -12.49 11.48
C -9.68 -12.06 11.40
C -10.02 -10.57 11.40
C -6.99 -12.30 9.32
C -7.99 -11.48 8.50
H -6.23 -8.55 11.69
H -7.52 -9.28 10.68
H -5.83 -9.81 10.50
H -7.58 -10.30 13.05
H -5.88 -10.83 12.83
H -10.11 -12.59 12.27
H -9.98 -12.61 10.49
H -9.63 -10.04 12.28
H -11.12 -10.43 11.38
H -9.63 -10.07 10.50
H -6.95 -13.36 9.02
H -5.97 -11.89 9.34
H -9.02 -11.87 8.57
H -7.73 -11.48 7.43
H -8.02 -10.42 8.82

Relative energy (zero: lowest compared OMol25 entry of this formula, charge and spin) in eV: 0.2976
Charge: +1
HOMO (spin up / spin down) in hartree: -0.3362 / -0.3394
HOMO-LUMO gap (spin up / spin down) in eV: 6.36 / 6.44
2S+1: 8

Atomic partial charges in e from the Löwdin method, atoms 1 to 6: 1.3675 0.9328 -0.7753 -0.1461 0.0013 -0.0729

=====

DFT (ωB97M-V/def2-TZVPD) results for a cluster of 3 separate species, C15H32NO5P in total at a distorted geometry.

CARTESIAN COORDINATES (ANGSTROEM)
C 2.06 4.34 -3.35
C 2.62 3.21 -4.44
C 3.19 1.87 -3.69
O 2.20 1.14 -2.88
C 1.31 0.31 -3.70
P -0.50 0.82 -3.17
N -0.77 2.35 -4.05
C -1.79 3.10 -3.50
C -1.41 4.06 -2.20
C -3.28 2.99 -4.19
H 1.01 4.78 -3.64
H 2.82 5.24 -3.19
H 1.97 3.77 -2.33
H 3.54 3.66 -5.06
H 1.75 3.01 -5.21
H 3.73 1.23 -4.50
H 4.03 2.25 -2.93
H 1.38 0.62 -4.85
H 1.49 -0.85 -3.60
H -0.39 1.01 -1.74
H -1.14 5.13 -2.65
H -2.29 4.15 -1.42
H -0.42 3.64 -1.71
H -3.87 4.02 -4.08
H -3.10 2.86 -5.36
H -3.92 2.07 -3.84
O 3.00 -2.69 -1.06
C 2.24 -2.20 -0.23
O 1.46 -3.00 0.54
C 0.68 -2.54 1.66
C -0.66 -2.01 1.20
C 2.10 -0.71 -0.11
H 1.24 -1.82 2.26
H 0.52 -3.41 2.30
H -0.55 -1.14 0.54
H -1.28 -1.71 2.05
H -1.20 -2.77 0.63
H 1.40 -0.36 -0.88
H 3.08 -0.26 -0.27
H 1.76 -0.38 0.87
O -2.41 -1.49 3.78
C -1.97 -2.17 4.71
O -1.77 -3.49 4.55
C -1.10 -4.34 5.51
C -2.06 -4.81 6.58
C -1.74 -1.55 6.06
H -0.22 -3.84 5.92
H -0.73 -5.20 4.95
H -2.47 -3.97 7.15
H -1.56 -5.49 7.27
H -2.91 -5.33 6.13
H -2.69 -1.51 6.60
H -1.37 -0.53 5.91
H -1.00 -2.07 6.66

Structure (SMILES): CCCOCPN=C(C)C.CCOC(C)=O.CCOC(C)=O
HOMO in hartree: -0.2694
HOMO-LUMO gap in eV: 7.34

Atomic partial charges in e from the Löwdin method, atoms 1 to 6: -0.1370 -0.2246 -0.2379 -0.3134 -0.3920 0.8543

=====

Sequential calculated total energy output: -2672.06318 -1338.58215 -1428.13686 -2262.47130 -5558.76678 -1362.81996 Eh